# C26H26O9

4 unconnected molecules or ions with the total composition C26H26O9 in a non-equilibrium geometry (ωB97M-V/def2-TZVPD, the OMol25 dataset).

* Kohn-Sham gap: 8.17 eV
* structure (SMILES): CCCCC[C@@H]1COC(=O)O1.O=C1C=CC(=O)C=C1.O=C1C=CC(=O)C=C1.O=C1C=CC(=O)C=C1
* multiplicity: 1
* total energy: -1683.31630 a.u.

Atoms and positions in Å:
O 2.01 -5.01 -3.64
O -3.65 -0.05 0.22
O 3.68 6.79 7.35
O 3.03 -1.12 -0.19
O -1.93 -3.56 -7.40
O -0.26 -8.21 -5.48
O -2.60 -1.97 1.21
O -3.79 -0.35 2.51
O 0.11 5.26 3.75
C -0.64 -7.14 -5.92
C 3.73 -2.32 -2.08
C -3.70 1.30 0.79
C 3.16 6.48 5.08
C 2.26 6.10 4.17
C -0.47 -4.70 -5.95
C 1.31 -3.81 -1.75
C -1.46 1.99 2.09
C 2.25 -4.12 -2.85
C 3.48 -3.30 -2.95
C 0.84 0.75 0.58
C -0.10 2.84 2.05
C -0.05 -5.87 -5.46
C 0.93 5.61 4.58
C -3.26 -0.92 1.30
C 0.62 5.57 6.02
C -1.55 -4.63 -6.96
C 2.86 6.44 6.53
C -2.14 -5.90 -7.42
C 1.02 2.29 1.03
C 1.56 -2.82 -0.88
C -2.35 2.15 0.73
C -4.37 0.94 2.20
C 1.52 5.95 6.93
C 2.79 -2.01 -0.98
C -1.71 -7.07 -6.94
H 0.37 3.00 3.08
H -2.11 2.47 2.92
H -0.36 5.21 6.30
H -2.13 -8.02 -7.26
H -1.77 1.88 -0.21
H 0.89 -2.58 -0.07
H 0.42 -4.41 -1.69
H 1.32 5.93 7.99
H -4.49 1.98 0.31
H 4.15 6.84 4.80
H -4.34 1.70 3.05
H 4.15 -3.55 -3.76
H 4.62 -1.72 -2.15
H 1.14 2.91 0.08
H -5.49 0.67 2.09
H -1.33 0.90 2.40
H -0.39 3.89 1.67
H 0.73 -5.94 -4.72
H -2.92 -5.84 -8.16
H 0.37 0.70 -0.47
H -0.05 -3.75 -5.62
H 2.03 2.36 1.58
H 0.34 0.08 1.35
H 2.47 6.12 3.11
H 1.91 0.33 0.45
H -2.66 3.26 0.65

Atomic partial charges in e from the Mulliken method, atoms 1 to 2: -0.526 -0.398

=====

# C26H27BrLiN3O5S2

A molecular structure, C26H27BrLiN3O5S2 (ωB97M-V/def2-TZVPD, the OMol25 dataset).

* charge: -2
* Kohn-Sham gap: 5.59 eV
* relative energy (zero: lowest compared OMol25 entry of this formula, charge and spin): 0.0 kcal/mol
* multiplicity: 1
* total energy: -4925.49526 a.u.

Atoms and positions in Å:
Br -3.20 1.83 5.11
S 3.80 -1.61 1.06
S 2.78 1.03 0.34
O -1.56 0.61 -1.28
O -0.53 2.86 0.50
O 0.84 2.08 -2.24
O 1.33 -0.94 -2.46
O -0.49 5.10 0.21
N 0.10 -0.38 0.74
N -2.59 5.65 3.74
N 1.23 -1.13 1.05
C -4.64 0.15 1.45
C -1.92 5.45 2.60
C 2.71 -1.16 -2.62
C -1.04 -1.95 2.24
C 1.46 -3.78 -0.58
C 1.17 -4.38 -1.80
C -2.29 -0.20 0.86
C 1.46 3.34 -2.06
C -4.85 0.76 0.21
C 1.35 1.38 -3.34
C -2.95 4.57 4.43
C 3.06 -3.26 1.30
C -2.48 0.44 -0.42
C 3.66 -4.74 -0.64
C -3.37 -0.32 1.74
C -1.96 3.08 2.83
C 2.12 -5.17 -2.44
C -1.00 -0.81 1.25
C -1.58 4.19 2.11
C -3.82 0.88 -0.69
C -0.78 4.05 0.80
C 2.71 -3.95 0.01
C 2.36 -0.55 0.81
C -2.65 3.29 4.01
C 0.78 -0.03 -3.39
C 3.37 -5.35 -1.85
Li 0.04 1.33 -0.50
H 4.12 -5.95 -2.35
H -1.62 6.32 2.04
H 2.18 -3.13 1.93
H 2.96 -1.34 -3.68
H -3.21 -0.78 2.71
H 0.21 -4.20 -2.26
H -0.28 0.02 -3.17
H -3.50 4.74 5.36
H 1.36 3.94 -2.98
H -1.14 -1.55 3.26
H -3.97 1.36 -1.65
H 0.95 3.84 -1.24
H -5.44 0.07 2.18
H 3.31 -0.33 -2.23
H 1.90 -5.62 -3.39
H 2.96 -2.05 -2.05
H 3.81 -3.84 1.85
H 0.74 -3.13 -0.11
H 1.07 1.89 -4.28
H -0.12 -2.52 2.19
H -1.72 2.09 2.46
H 2.45 1.36 -3.30
H 2.52 3.21 -1.82
H 4.64 -4.87 -0.19
H -5.83 1.14 -0.05
H 0.94 -0.41 -4.41
H -1.91 -2.59 2.06

Atomic partial charges in e from the Mulliken method, atoms 1 to 2: -0.234 -0.188

=====

# C26H27Cl2F5N6O3S2TeW

A molecular structure, C26H27Cl2F5N6O3S2TeW in a non-equilibrium geometry (ωB97M-V/def2-TZVPD, the OMol25 dataset).

* charge: +2
* Kohn-Sham gap: 4.96 eV
* relative energy (zero: lowest compared OMol25 entry of this formula, charge and spin): 65.0 kcal/mol
* multiplicity: 1
* total energy: -4112.05960 a.u.

Atoms and positions in Å:
W -0.04 -1.01 -1.33
Te -0.72 -1.79 -4.64
Cl -2.04 5.70 0.98
Cl 1.79 3.08 -1.80
S 0.69 -1.11 2.23
S 2.42 -0.84 -1.60
F 0.77 -2.25 -5.76
F -0.41 -0.11 -5.35
F -1.40 -2.20 -1.85
F -1.12 0.30 -2.01
F -2.40 -0.98 -4.22
O 0.50 -1.26 -3.14
O 0.48 0.28 0.02
O -1.13 -1.13 0.33
N 3.86 -0.96 0.69
N 3.25 1.12 -0.05
N -0.56 3.25 0.06
N 0.59 -3.19 -0.47
N -0.79 -2.82 3.65
N -0.63 -3.56 1.61
C -0.80 5.67 -0.22
C 3.98 1.85 0.98
C -2.80 3.23 -0.92
C -0.30 -2.53 2.44
C -3.48 1.07 0.65
C -0.43 6.86 -0.82
C 0.47 -4.88 -2.18
C -1.08 -4.89 -0.36
C 1.29 5.71 -2.03
C 0.61 6.88 -1.73
C 3.21 -0.19 -0.17
C -0.67 -5.39 -1.59
C -0.37 -3.85 0.21
C 3.90 -2.42 0.67
C -1.20 0.95 1.66
C -1.84 2.69 -0.07
C -0.67 -1.99 4.85
C -4.43 1.61 -0.20
C 1.05 -3.78 -1.60
C -0.18 4.46 -0.54
C -1.40 -4.04 3.63
C -1.30 -4.51 2.37
C -0.41 -0.16 1.00
C -4.07 2.70 -0.99
C -2.19 1.59 0.72
C 0.88 4.53 -1.45
H -1.63 -5.45 1.99
H 1.90 -3.28 -2.04
H 2.77 1.64 -0.78
H 0.88 -5.29 -3.09
H 3.03 -2.83 1.17
H 3.59 1.61 1.97
H -1.94 -5.32 0.11
H -4.79 3.14 -1.66
H -1.40 -2.34 5.57
H 3.85 2.91 0.81
H 4.37 -0.50 1.43
H -1.73 0.51 2.51
H -2.54 4.08 -1.54
H 2.12 5.71 -2.72
H -3.74 0.23 1.28
H -0.95 7.77 -0.55
H -0.50 1.69 2.06
H 0.19 2.59 0.14
H 5.04 1.62 0.94
H -0.87 -0.95 4.60
H 3.94 -2.78 -0.36
H 0.33 -2.08 5.27
H -1.84 -4.48 4.51
H 4.80 -2.74 1.18
H -5.43 1.20 -0.24
H 0.91 7.81 -2.20
H -1.23 -6.19 -2.05

Atomic partial charges in e from the Mulliken method, atoms 1 to 2: 1.707 1.557

=====

# C26H27Cl3N3O2SV

A molecular structure, C26H27Cl3N3O2SV in a non-equilibrium geometry (ωB97M-V/def2-TZVPD, the OMol25 dataset).

* charge: +1
* Kohn-Sham gap (alpha / beta): 6.29 / 6.77 eV
* relative energy (zero: lowest compared OMol25 entry of this formula, charge and spin): 0.0 kcal/mol
* multiplicity: 4
* total energy: -4044.31934 a.u.

Atoms and positions in Å:
V 0.29 0.71 -0.28
Cl 2.16 0.22 1.24
Cl 7.35 -0.54 -0.16
Cl 3.62 0.33 -3.95
S -2.28 1.77 3.40
O -1.27 -1.68 -1.11
O 1.77 0.46 -1.64
N -0.94 1.50 -2.02
N -0.86 1.47 1.28
N -0.80 -0.48 -5.23
C -1.70 3.19 2.62
C -1.30 5.49 2.19
C 0.89 5.79 -0.96
C -1.32 -1.53 1.20
C 1.09 7.07 1.15
C -1.88 4.53 2.98
C -0.86 -0.99 -0.16
C 5.36 -0.09 -1.93
C -0.52 5.17 1.05
C -0.66 0.50 -3.05
C -0.99 7.25 -0.25
C -1.86 -3.44 2.58
C -2.00 -1.24 3.51
C 3.01 0.23 -1.32
C 3.43 0.07 0.00
C -1.47 -2.90 1.37
C -2.13 -2.60 3.66
C -1.59 -0.69 2.29
C -1.50 0.80 2.21
C 0.11 6.31 0.25
C -0.96 2.85 1.50
C -1.30 0.69 -4.40
C 5.70 -0.25 -0.59
C 4.04 0.15 -2.27
C -0.37 3.84 0.72
C 4.73 -0.17 0.40
H -0.98 1.59 -4.93
H 0.23 -0.47 -5.26
H 1.33 6.63 -1.50
H 0.59 7.50 2.02
H -1.28 -3.54 0.51
H 6.12 -0.14 -2.69
H -1.14 -0.47 -6.19
H 1.55 7.89 0.60
H -1.07 -1.36 -4.80
H -1.43 6.53 2.46
H -0.95 -0.47 -2.62
H -1.52 7.73 0.58
H -1.72 6.72 -0.86
H -2.39 0.63 -4.42
H 0.24 5.26 -1.67
H 1.88 6.42 1.51
H 4.99 -0.29 1.44
H -0.64 2.43 -2.30
H -2.21 -0.60 4.36
H 0.43 0.46 -3.16
H -2.43 -3.02 4.61
H -1.93 1.54 -1.77
H 1.70 5.12 -0.68
H -0.55 8.05 -0.85
H 0.24 3.57 -0.14
H -1.96 -4.51 2.69
H -2.46 4.81 3.85

Atomic partial charges in e from the Mulliken method, atoms 1 to 2: 0.199 -0.301